1.
DFT (the ωB97M-V functional and the def2-TZVPD basis) results for a structure of composition C9H25N3O7Y.

Its charge is -1. As for the spin multiplicity: 1. Its energy above the lowest of the compared OMol25 structures with the same formula, charge and spin is 12.8658 eV. As for the gap between HOMO and LUMO: 0.2140 hartree. For the highest occupied orbital energy, the calculation gives -0.1465 Eh. The lowest unoccupied orbital energy comes out at 1.84 eV.

Element x y z (Å)
Y 0.41530 2.59412 -1.17651
O 2.48533 4.95289 -0.25751
H 2.49196 5.22944 0.67951
O -2.41871 2.80798 0.21888
H -3.22351 2.68185 0.75825
O 3.21112 2.03926 -2.81314
H 3.57043 1.23447 -3.23472
O 0.41557 4.86992 -3.53696
H -0.01330 5.72016 -3.75536
C -2.45397 -0.61416 -4.26088
O -1.44052 0.02841 -3.85488
N -2.45746 -1.97556 -4.49662
C -3.65886 -2.59248 -4.96404
C -1.22371 -2.78642 -4.26996
H -3.37203 -0.10133 -4.58702
H -3.93557 -3.59468 -4.63674
H -3.69387 -2.80632 -6.03229
H -4.50902 -1.97781 -4.66826
H -1.07634 -3.35048 -5.19095
H -0.40742 -2.06443 -4.24714
H -1.37400 -3.49205 -3.45290
C 1.59242 2.54158 4.00431
O 1.03386 2.42282 2.87541
N 1.02122 2.91032 5.17090
C 1.83594 3.19825 6.32235
C -0.35802 3.47311 5.19142
H 2.68896 2.51210 4.09878
H 2.75914 2.62005 6.28375
H 1.39719 3.01484 7.30314
H 2.08580 4.24391 6.14270
H -0.90455 3.19454 6.09242
H -0.28710 4.55874 5.25830
H -0.94745 3.22198 4.30959
C 1.49730 -2.39057 0.04975
O 0.86909 -1.37560 -0.24593
N 0.97477 -3.49274 0.42341
C 1.79890 -4.68741 0.44530
C -0.47078 -3.69650 0.62469
H 2.58188 -2.54649 -0.05784
H 2.79546 -4.61581 0.00959
H 1.34321 -5.54373 -0.05186
H 1.99167 -5.03026 1.46186
H -0.94272 -2.72930 0.79761
H -1.04658 -4.19176 -0.15715
H -0.64098 -4.41476 1.42671

Atoms 1-2, force components in eV/Å:
1.5971 3.6415 -1.1622
-1.2833 -1.3424 0.2824

=====

2.
DFT (the ωB97M-V functional and the def2-TZVPD basis) results for a cluster of 3 separate species, C7H19NO2 in total.

As for the spin multiplicity: 1. Its energy above the lowest of the compared OMol25 structures with the same formula, charge and spin is 1.0248 eV. As for the gap between HOMO and LUMO: 0.3607 hartree. For the highest occupied orbital energy, the calculation gives -0.3363 Eh. The lowest unoccupied orbital energy comes out at 0.66 eV. As for the SMILES: C=CCCCN(C)C.O.O.

Element x y z (Å)
C -1.37357 -3.18618 1.23533
C -0.39350 -2.38463 0.86066
C -0.08638 -1.83573 -0.51174
C -1.09836 -0.76971 -0.99903
C -1.44587 0.29000 0.04497
N -0.37375 1.28210 0.21644
C -0.51582 2.45948 -0.64068
C -0.31642 1.56730 1.63973
H -1.50180 -3.40613 2.29385
H -2.06314 -3.77836 0.64389
H 0.15083 -1.91404 1.67177
H 0.93036 -1.44255 -0.50194
H -0.13381 -2.67843 -1.20283
H -1.99899 -1.26909 -1.31809
H -0.65201 -0.35122 -1.88551
H -2.40229 0.76217 -0.22886
H -1.69287 -0.23353 0.95629
H -0.03562 3.28599 -0.15485
H -0.11178 2.19442 -1.61433
H -1.56856 2.72531 -0.82411
H -1.26558 1.83965 2.13273
H 0.07093 0.70565 2.16954
H 0.28465 2.43952 1.91550
O 3.80790 -0.76855 -1.70804
H 2.97948 -0.38404 -2.01218
H 4.08063 -0.10018 -1.07787
O 2.56672 1.52103 -0.20528
H 1.71021 1.06480 -0.24346
H 2.44838 2.36496 -0.65191

Atoms 1-2, force components in eV/Å:
-0.2339 -0.9224 0.7214
-0.2529 0.9543 -0.0320

=====

3.
DFT (the ωB97M-V functional and the def2-TZVPD basis) results for a cluster of 2 separate species, C12H19ClNO2 in total.

Its charge is +1. As for the spin multiplicity: 1. As for the gap between HOMO and LUMO: 0.2744 hartree. For the highest occupied orbital energy, the calculation gives -0.4495 Eh. The lowest unoccupied orbital energy comes out at -4.77 eV.

Element x y z (Å)
C 1.15475 -0.14629 -1.12877
C 0.64620 1.29303 -1.20576
C -0.71432 1.47293 -1.12055
C -1.25168 2.74298 -1.20047
C -0.40348 3.80061 -1.38419
C 0.95264 3.63615 -1.45641
C 1.50628 2.37043 -1.35480
C 2.98559 2.05680 -1.39614
N 3.87068 3.24714 -1.60705
Cl 3.86492 4.35959 -0.26911
H 0.49553 -0.75833 -0.51152
H 2.19679 -0.21918 -0.81019
H 1.09813 -0.55736 -2.14832
H -1.35949 0.61071 -0.97123
H -2.32568 2.86099 -1.11178
H -0.83734 4.79427 -1.45808
H 1.60586 4.49701 -1.58294
H 3.26747 1.65522 -0.41296
H 3.21497 1.25521 -2.10745
H 4.83366 2.89874 -1.63061
H 3.66504 3.73047 -2.48867
O -2.89852 -0.89653 0.76077
C -2.68452 -1.94180 1.31648
O -1.68501 -2.01500 2.21319
C -1.47455 -3.14169 3.07396
C -0.64384 -4.21221 2.39767
C -3.45357 -3.19146 0.96333
H -2.42331 -3.52637 3.44933
H -0.93506 -2.75370 3.93670
H -1.14795 -4.61715 1.51961
H -0.44198 -5.03201 3.08717
H 0.30576 -3.79609 2.05882
H -2.98200 -3.66801 0.10462
H -4.46769 -2.90300 0.69663
H -3.53427 -3.90607 1.77874

Atoms 1-2, force components in eV/Å:
-0.1540 0.4821 -0.7688
0.5678 -1.6204 0.4328

=====

4.
DFT (the ωB97M-V functional and the def2-TZVPD basis) results for a structure of composition C51H96NO16RbS7.

As for the spin multiplicity: 1. As for the gap between HOMO and LUMO: 0.2022 hartree. For the highest occupied orbital energy, the calculation gives -0.2229 Eh. The lowest unoccupied orbital energy comes out at -0.56 eV.

Element x y z (Å)
Rb -4.31342 -0.36782 -1.47067
C -2.78512 0.84443 1.54479
C -1.41890 0.59230 0.88207
C -0.91304 -0.71677 1.50252
C 0.37078 -1.18740 0.82805
C 0.11116 -1.32306 -0.65135
C -0.38545 -0.04542 -1.35385
N -1.53576 0.47003 -0.57857
O -2.16629 1.56228 -1.17433
C -0.86723 -0.51346 -2.73378
C 0.74817 0.96393 -1.52130
C -0.48330 1.72237 1.35782
H -3.21588 1.81774 1.29685
H -2.71646 0.83417 2.63427
H -3.51293 0.10909 1.20078
H -1.64640 -1.52753 1.61707
H -0.68982 -0.54347 2.56694
H 0.60560 -2.16630 1.26559
H 1.23406 -0.55019 1.02845
H -0.65202 -2.07957 -0.85050
H 0.99524 -1.74343 -1.15197
H -1.20349 0.35605 -3.29992
H -1.68188 -1.22331 -2.58054
H -0.05661 -1.03573 -3.24376
H 0.36288 1.92247 -1.87613
H 1.45416 0.58989 -2.27296
H 1.31219 1.11188 -0.59805
H -0.76683 2.18084 2.30827
H -0.54135 2.54914 0.63645
H 0.56626 1.42738 1.38632
C 1.99263 4.96858 0.93290
S 3.56736 4.27701 1.54240
O 4.15111 3.42057 0.46679
C 4.55473 5.80368 1.46384
H 1.26514 4.22050 1.25708
H 2.01104 4.88885 -0.15578
H 1.74535 5.97004 1.26843
H 4.63653 6.06278 0.40915
H 5.53277 5.68001 1.91876
H 4.00479 6.56966 2.01322
C 2.61482 -1.89530 3.85811
S 1.73352 -0.43301 4.39650
O 2.15052 -0.19899 5.82305
C 2.69808 0.82795 3.52875
H 3.63171 -1.84448 4.24912
H 2.75111 -1.90230 2.77272
H 2.07699 -2.78392 4.17539
H 2.48198 1.80563 3.94369
H 2.61248 0.69501 2.44972
H 3.74866 0.58336 3.71361
C 3.49965 2.87896 -2.70579
S 3.70837 4.07427 -4.03041
O 2.33980 4.38877 -4.54931
C 4.15767 5.45370 -2.96859
H 4.46925 2.49648 -2.39387
H 2.83885 2.11036 -3.10228
H 3.01187 3.34181 -1.84864
H 3.35854 5.68263 -2.26717
H 4.39639 6.27542 -3.64385
H 5.07666 5.25011 -2.41326
C -1.55973 6.68281 0.59128
S -3.07018 6.15036 1.44831
O -4.20569 6.14491 0.49184
C -2.54239 4.44929 1.70497
H -1.80141 7.54096 -0.03057
H -1.05434 5.92326 0.00138
H -0.79992 6.99486 1.31752
H -2.31093 3.97265 0.74904
H -3.34948 3.89643 2.18275
H -1.66292 4.43975 2.35241
C -1.60778 -2.83380 4.79080
S -0.80380 -3.99238 5.89630
O 0.66706 -3.78267 5.71960
C -1.28872 -3.10634 7.39607
H -1.36736 -2.96253 3.73320
H -1.30436 -1.81000 5.02611
H -2.69898 -2.84773 4.86985
H -2.37109 -3.08584 7.53110
H -0.93816 -2.07482 7.35183
H -0.81754 -3.63041 8.22501
C -2.23981 0.86630 6.61284
S -2.32630 2.39273 5.64119
O -2.59241 3.51018 6.59322
C -0.55755 2.45809 5.25308
H -3.17625 0.72622 7.14686
H -1.38826 0.87413 7.29346
H -2.11230 0.03736 5.91280
H 0.03536 2.70902 6.13398
H -0.40904 3.28667 4.55994
H -0.22893 1.50083 4.85138
C -1.61766 4.25085 -4.31835
S -1.28417 5.60997 -3.15146
O -2.53929 5.87287 -2.39924
C -0.18916 4.60249 -2.13089
H -2.45987 4.62172 -4.90155
H -1.94596 3.39807 -3.72667
H -0.75721 4.01726 -4.94120
H -0.78208 3.88695 -1.54498
H 0.41589 5.17266 -1.42933
H 0.44936 4.01492 -2.79304
C -3.19209 -5.42440 -4.07576
C -1.88038 -5.87943 -4.05043
C -0.85484 -4.96800 -4.23518
C -1.11096 -3.63001 -4.53070
C -2.42049 -3.19002 -4.56612
C -3.46128 -4.09000 -4.33111
H -4.03171 -6.08499 -3.89076
H -1.55644 -6.89519 -3.86047
H 0.16935 -5.32295 -4.25242
H -0.32438 -2.92464 -4.76274
H -2.72945 -2.18258 -4.82013
H -4.49463 -3.76740 -4.35997
C 2.31481 -3.75117 -2.86798
C 3.12115 -4.87659 -2.85205
C 4.17173 -4.98582 -3.76233
C 4.45754 -3.93414 -4.61566
C 3.66769 -2.78675 -4.61891
C 2.59780 -2.70208 -3.73930
H 1.53826 -3.59189 -2.12998
H 3.01168 -5.64148 -2.09428
H 4.76242 -5.89192 -3.78126
H 5.29840 -3.93661 -5.29919
H 3.92254 -1.93133 -5.23090
H 2.03086 -1.77639 -3.72179
O 4.69951 -3.34322 0.79787
C 4.70525 -2.23678 0.33702
O 4.60696 -1.13698 1.11031
C 4.50366 0.05142 0.32236
C 4.21720 -0.45651 -1.10314
C 4.94813 -1.80197 -1.08761
H 5.42741 0.63114 0.35659
H 3.70264 0.70768 0.65543
H 4.51829 0.22807 -1.89028
H 3.14365 -0.64541 -1.16478
H 6.03506 -1.73282 -1.17798
H 4.54984 -2.46589 -1.84925
O -0.14654 -0.12493 -8.29395
C 0.38457 0.54381 -7.45206
O 1.14127 1.61387 -7.73112
C 1.67107 2.21753 -6.53927
C 1.51931 1.15069 -5.43783
C 0.47523 0.19433 -5.98115
H 1.14463 3.14419 -6.31513
H 2.70093 2.54240 -6.68003
H 1.19136 1.69960 -4.55194
H 2.47389 0.67570 -5.20835
H -0.50641 0.38683 -5.53981
H 0.69363 -0.85659 -5.81478
O -4.16523 -2.64811 0.20973
C -3.32551 -3.51279 0.21335
O -2.45081 -3.65763 -0.78557
C -1.47898 -4.67782 -0.50694
C -1.99526 -5.44955 0.71305
C -3.16891 -4.62147 1.24846
H -0.54491 -4.16521 -0.28376
H -1.37688 -5.35659 -1.34753
H -1.21485 -5.62806 1.45203
H -2.36724 -6.44533 0.46931
H -2.97677 -4.16653 2.21795
H -4.11063 -5.16311 1.19253
O -4.96089 -1.08716 6.84169
C -5.19916 -1.56498 5.77290
O -4.65603 -1.06680 4.63570
C -4.99079 -1.84821 3.49104
C -5.69384 -3.10799 4.02876
C -6.14228 -2.71031 5.43116
H -4.10278 -2.03307 2.89348
H -5.74428 -1.32528 2.89389
H -4.94314 -3.90132 4.11948
H -6.47996 -3.47803 3.37679
H -6.00413 -3.49153 6.17107
H -7.14812 -2.29036 5.42602

Atoms 1-2, force components in eV/Å:
0.6318 0.5388 0.0478
-0.3683 0.6147 -0.7136

=====

5.
DFT (the ωB97M-V functional and the def2-TZVPD basis) results for the molecule C20H21F2N3O2.

As for the spin multiplicity: 1. Its energy above the lowest of the compared OMol25 structures with the same formula, charge and spin is 1.1751 eV. As for the gap between HOMO and LUMO: 0.3105 hartree. For the highest occupied orbital energy, the calculation gives -0.2888 Eh. The lowest unoccupied orbital energy comes out at 0.59 eV. As for the SMILES: O=C1c2ccccc2[C@H](Nc2ccc(F)cc2F)N1CCN1CCOCC1.

Element x y z (Å)
O -2.02507 -1.16146 -3.21706
C -1.94100 -1.04684 -2.01292
C -2.89931 -0.42936 -1.06846
C -4.12182 0.16865 -1.31286
C -4.80704 0.70904 -0.23557
C -4.27378 0.65312 1.04372
C -3.04697 0.04788 1.28792
C -2.36915 -0.49738 0.21810
C -1.03078 -1.20167 0.16087
N 0.07286 -0.40337 0.62399
C 0.50429 -0.33729 1.91391
C -0.07527 -1.04019 2.97728
C 0.41000 -0.93047 4.26748
C 1.48542 -0.10385 4.52476
F 1.95795 0.00742 5.78574
C 2.08890 0.62423 3.51303
C 1.58804 0.49452 2.23926
F 2.16527 1.21257 1.24159
N -0.89551 -1.47940 -1.25007
C 0.30668 -2.04209 -1.81519
C 1.04576 -1.01424 -2.68862
N 1.42425 0.15259 -1.89388
C 0.78941 1.39865 -2.31647
C 1.41702 1.96183 -3.59649
O 2.80720 2.15336 -3.44130
C 3.44903 0.94584 -3.09201
C 2.86470 0.36723 -1.79822
H -4.51740 0.20774 -2.31575
H -5.76480 1.18214 -0.39247
H -4.82097 1.08758 1.86702
H -2.63820 0.01820 2.28599
H -1.06287 -2.15082 0.72562
H 0.62695 0.03531 -0.11244
H -0.91918 -1.68564 2.79694
H -0.04580 -1.48151 5.07431
H 2.92252 1.27696 3.71250
H 0.94438 -2.37448 -0.99451
H 0.03835 -2.90094 -2.43938
H 1.92230 -1.50419 -3.12112
H 0.37622 -0.73514 -3.50541
H -0.27869 1.22987 -2.46378
H 0.92672 2.12426 -1.50853
H 0.99965 2.94190 -3.83143
H 1.22684 1.28021 -4.44083
H 4.50470 1.18950 -2.96364
H 3.34614 0.22009 -3.91535
H 3.35266 -0.57579 -1.54641
H 3.03803 1.08026 -0.98912

Atoms 1-2, force components in eV/Å:
-0.0388 -0.0005 -0.2751
-0.0421 -0.0790 0.1121

=====

6.
DFT (the ωB97M-V functional and the def2-TZVPD basis) results for a cluster of 3 separate species, C16H28F2NO10PS2 in total.

As for the spin multiplicity: 1. Its energy above the lowest of the compared OMol25 structures with the same formula, charge and spin is 3.5369 eV. As for the gap between HOMO and LUMO: 0.3040 hartree. For the highest occupied orbital energy, the calculation gives -0.3392 Eh. The lowest unoccupied orbital energy comes out at -0.96 eV. As for the SMILES: CN(C)C(=O)CC(=O)O[C@](CC(=O)F)([PH2]=S)S(=O)(=O)F.CCOC(C)=O.CCOC(C)=O.

Element x y z (Å)
C 1.67693 -0.18805 0.01941
N 1.53810 1.04639 -0.81055
C 2.79042 1.40012 -1.55759
C 0.98315 2.18337 -0.06267
O 1.18289 2.46019 1.14579
C 0.05247 3.22339 -0.90535
C -1.50291 2.97733 -0.62919
O -1.88288 3.07453 0.57402
O -2.50638 2.70684 -1.61829
C -2.29977 1.43437 -2.27871
C -1.93656 0.20911 -1.30414
C -2.91378 0.01606 -0.05198
O -2.80483 -1.05334 0.60210
F -3.88620 0.94281 0.39905
P -0.99272 1.47670 -3.67735
S -1.37020 0.31854 -5.18735
S -3.95018 1.03573 -3.12152
O -4.10693 1.95853 -4.31018
O -4.09238 -0.41860 -3.44227
F -5.24539 1.42865 -2.08827
H 2.59855 -0.78480 -0.30586
H 1.77033 -0.00841 1.14353
H 0.76272 -0.88047 -0.13147
H 2.80207 0.75546 -2.52175
H 2.67542 2.49531 -1.89919
H 3.71221 1.21870 -0.90395
H 0.34807 3.28462 -2.00692
H 0.29800 4.26246 -0.45427
H -0.86578 0.21460 -0.90246
H -2.03334 -0.75980 -1.93539
H -0.77134 2.86345 -4.02377
H 0.26350 1.01781 -3.10708
C -5.05616 -3.88290 0.91974
C -4.30047 -4.38420 -0.29453
O -3.09041 -5.05389 0.09135
C -3.02062 -6.34561 0.45794
C -4.29365 -7.09491 0.74449
O -1.94314 -6.87514 0.62256
H -5.36431 -4.70424 1.57044
H -5.94787 -3.32924 0.61659
H -4.42017 -3.22713 1.51933
H -4.91207 -5.02068 -0.93919
H -3.99637 -3.52989 -0.90420
H -4.48609 -7.07187 1.81889
H -4.16568 -8.12975 0.42207
H -5.16113 -6.71222 0.21124
C 6.30496 4.09236 3.21478
C 4.93368 3.44799 3.17216
O 4.71841 2.77688 1.92102
C 5.12785 1.52861 1.64944
C 6.09551 0.85504 2.58283
O 4.77389 0.98072 0.62501
H 7.10183 3.35010 3.13327
H 6.44164 4.64484 4.14716
H 6.42808 4.78073 2.37498
H 4.75780 2.77364 4.01380
H 4.17006 4.22662 3.23673
H 7.10979 0.98999 2.20200
H 5.86011 -0.21026 2.61527
H 6.04130 1.21279 3.60846

Atoms 1-2, force components in eV/Å:
0.0270 -1.3128 0.5077
-0.5750 0.7242 1.6234

=====

7.
DFT (the ωB97M-V functional and the def2-TZVPD basis) results for a structure of composition C4CsLiO2.

As for the spin multiplicity: 1. As for the gap between HOMO and LUMO (alpha / beta): 0.1368 / 0.1349 hartree. For the highest occupied orbital energy (alpha / beta), the calculation gives -0.1973 / -0.1956 Eh. The lowest unoccupied orbital energy (alpha / beta) comes out at -1.65 / -1.65 eV.

Element x y z (Å)
C 2.61416 -0.79266 -0.66955
C 1.33770 -1.01957 -0.65728
C 0.03260 -1.47981 -0.60621
C -0.81863 -0.56659 -0.02165
O -2.02754 -0.30234 -0.11324
Cs -3.54421 3.35578 0.65787
O 0.48171 0.57463 0.12537
Li 1.92422 0.23056 1.28469

Atoms 1-2, force components in eV/Å:
-0.5092 -0.1255 0.2757
-0.4469 -0.2218 1.0562

=====

> What is the spin multiplicity in the fourth record?

1